{
  "formula": "C21H38F6I2O9P2",
  "method": "ωB97M-V/def2-TZVPD",
  "elements": ["C", "C", "C", "C", "O", "O", "C", "C", "P", "O", "O", "O", "C", "O", "C", "O", "C", "C", "C", "O", "P", "C", "C", "C", "F", "F", "C", "F", "F", "F", "C", "I", "C", "C", "I", "C", "C", "F", "H", "H", "H", "H", "H", "H", "H", "H", "H", "H", "H", "H", "H", "H", "H", "H", "H", "H", "H", "H", "H", "H", "H", "H", "H", "H", "H", "H", "H", "H", "H", "H", "H", "H", "C", "O", "H", "H", "H", "H"],
  "xyz": [[4.434497, 1.171558, 0.929752], [4.897069, -0.142379, 0.265011], [3.953230, -1.314919, 0.526412], [2.774642, -1.489991, -0.427608], [2.974506, -0.920023, -1.711141], [1.620451, -0.952969, 0.124787], [0.419666, -1.407924, -0.499582], [-0.316243, -2.317476, 0.513901], [0.501199, -2.516253, 2.096939], [0.734663, -1.333808, 2.924360], [-0.497926, -3.524525, 2.860826], [1.800414, -3.411225, 1.835462], [-0.470897, -0.200492, -0.953276], [-0.875291, 0.350105, 0.305929], [-1.609861, 1.526563, 0.547596], [-1.411885, 2.626887, -0.280808], [-2.055455, 2.691943, -1.533193], [-2.013611, 4.115971, -2.098664], [-0.796175, 4.916066, -1.678874], [-3.219747, 4.825132, -1.839515], [-3.487043, 1.158332, 0.935941], [-4.317410, 2.795352, 0.780624], [-4.292228, 0.234480, -0.435461], [-1.010911, 1.975199, 1.966579], [-1.407391, 1.049452, 2.894893], [0.334366, 1.944202, 1.957610], [-1.453109, 3.369053, 2.547897], [-1.760800, 4.298185, 1.632750], [-0.427457, 3.856148, 3.293663], [-2.524479, 3.211401, 3.366096], [0.408049, 0.684673, -1.840787], [1.669431, 2.109102, -0.902941], [0.523550, 0.605707, -3.169709], [-0.150080, -0.415248, -4.045514], [1.749654, 1.871964, -4.341700], [-1.746901, -0.839504, -1.559859], [-1.742990, -2.204907, -2.257283], [-2.443567, 0.060759, -2.365694], [4.525877, 2.000019, 0.235609], [3.377094, 1.089749, 1.166754], [4.981148, 1.362062, 1.843716], [5.841884, -0.408137, 0.736448], [5.125662, 0.007691, -0.784861], [3.573019, -1.204407, 1.536675], [4.528569, -2.237347, 0.513979], [2.648287, -2.569807, -0.579201], [3.799267, -1.278631, -2.040421], [0.742591, -1.957649, -1.373381], [-0.349404, -3.313626, 0.069478], [-1.343562, -2.040796, 0.704908], [-0.422257, -3.272870, 3.788552], [1.804316, -4.154534, 2.447907], [-3.103968, 2.407942, -1.493351], [-1.582159, 2.054673, -2.275177], [-1.955631, 4.017209, -3.179989], [-0.685236, 4.986840, -0.603549], [0.097705, 4.526076, -2.151804], [-0.934060, 5.924933, -2.066043], [-3.100769, 5.327258, -1.032916], [-3.684062, 3.565848, 0.363015], [-4.689746, 3.087878, 1.753341], [-5.172044, 2.693850, 0.117562], [-4.148872, 0.610314, -1.442230], [-5.357624, 0.327401, -0.230613], [-4.089739, -0.828643, -0.394910], [-1.223712, -0.307681, -4.104979], [0.150293, -1.407050, -3.727241], [0.222049, -0.331722, -5.059590], [-2.391495, -0.978902, -0.703499], [-2.276748, -2.939557, -1.663927], [-2.298516, -2.111801, -3.184141], [-0.782343, -2.631728, -2.508319], [3.430207, -6.152747, 4.334929], [2.311370, -6.708978, 3.647866], [3.195849, -5.119050, 4.577122], [3.626375, -6.697047, 5.261413], [4.321342, -6.175055, 3.702581], [2.525113, -7.618568, 3.432872]],
  "forces_ev_per_angstrom": [[-0.372, -0.492, -0.518], [0.242, 0.244, 0.729], [0.280, 0.376, -0.104], [0.459, -0.527, -0.075], [-0.223, 0.073, 0.126], [-0.333, 0.258, -0.134], [0.257, 0.524, 0.962], [0.376, -0.687, -0.875], [-0.188, 0.786, 0.724], [0.124, 0.171, -0.033], [0.169, -0.279, -0.336], [-0.062, -0.098, -0.367], [0.403, -0.896, 0.201], [0.474, 0.464, -0.337], [-0.858, 1.027, 0.377], [0.424, -0.549, 0.267], [-0.140, 0.533, -1.067], [0.310, -0.061, 0.250], [-0.299, 0.464, -0.417], [-0.115, -0.075, -0.043], [-0.074, -0.719, 0.683], [0.051, -0.126, -0.276], [-0.550, 0.431, -0.257], [-0.239, -0.955, 0.133], [0.352, 0.475, -0.394], [-0.489, 0.222, -0.209], [0.292, 0.231, 0.802], [0.119, -0.236, 0.469], [-0.905, -0.224, -0.430], [0.676, 0.263, -0.686], [0.345, 1.162, -0.270], [-0.436, -0.310, 0.031], [-0.296, -0.175, 0.001], [0.612, 0.021, -0.514], [-0.143, -0.151, 0.125], [-0.219, -0.460, -0.175], [-0.094, -0.099, -0.211], [0.444, -0.089, -0.387], [0.220, 0.271, 0.110], [-0.032, 0.096, 0.206], [0.136, 0.154, 0.153], [0.200, -0.108, -0.114], [-0.152, -0.033, -0.223], [-0.235, -0.152, 0.158], [0.024, -0.208, -0.085], [-0.275, -0.120, 0.086], [0.253, -0.019, -0.259], [-0.297, -0.136, -0.312], [-0.114, -0.192, 0.140], [-0.121, 0.256, 0.231], [-0.311, -0.005, 0.252], [0.141, -0.328, -0.019], [-0.048, -0.103, 0.254], [0.233, -0.075, 0.248], [-0.256, -0.090, -0.194], [0.145, -0.205, 0.190], [0.222, -0.197, 0.222], [0.016, 0.135, -0.046], [-0.005, 0.186, 0.234], [0.064, 0.148, 0.058], [0.067, 0.163, 0.200], [-0.098, -0.052, -0.117], [-0.032, -0.062, 0.108], [-0.129, 0.068, 0.280], [-0.052, -0.084, 0.069], [-0.145, -0.036, 0.196], [-0.185, -0.165, 0.088], [0.015, 0.070, -0.132], [0.295, 0.132, 0.110], [-0.043, -0.050, 0.245], [-0.049, 0.065, -0.134], [0.164, 0.029, 0.043], [-0.020, -0.262, -0.116], [0.010, 0.329, 0.042], [-0.043, 0.011, 0.006], [0.065, 0.085, 0.035], [0.057, 0.070, 0.084], [-0.058, -0.101, -0.068]],
  "gap_ev": 8.364,
  "e_lumo_ev": 0.18,
  "energy_ha": -3377.3960,
  "multiplicity": 1
}



{
  "formula": "C59H54BBr2N2O12P2",
  "method": "ωB97M-V/def2-TZVPD",
  "elements": ["C", "C", "O", "C", "O", "B", "C", "C", "C", "O", "C", "C", "C", "C", "C", "C", "C", "P", "N", "O", "O", "O", "C", "P", "N", "C", "Br", "C", "C", "Br", "H", "H", "H", "H", "H", "H", "H", "H", "H", "H", "H", "H", "H", "H", "H", "H", "H", "H", "H", "H", "H", "H", "H", "H", "H", "H", "H", "H", "H", "H", "C", "C", "C", "C", "C", "C", "C", "O", "C", "C", "C", "C", "C", "C", "C", "O", "H", "H", "H", "H", "H", "H", "H", "H", "C", "C", "C", "C", "C", "C", "C", "O", "C", "C", "C", "C", "C", "C", "C", "O", "H", "H", "H", "H", "H", "H", "H", "H", "C", "C", "C", "C", "C", "C", "C", "O", "C", "C", "C", "C", "C", "C", "C", "O", "H", "H", "H", "H", "H", "H", "H", "H"],
  "xyz": [[5.418441, 0.693400, 2.618004], [5.386622, 0.727579, 0.971088], [4.923103, 2.076050, 0.568548], [3.462109, 2.026254, 0.226724], [2.621377, 3.178458, 0.694582], [2.428926, 4.076178, -0.460608], [1.209244, 5.168814, -0.487757], [-0.245644, 4.638933, 0.034316], [-0.279995, 4.644800, 1.700247], [-0.724594, 3.386231, -0.563356], [-2.216200, 3.442606, -0.714746], [-2.951561, 1.988622, -0.549030], [-2.440591, 0.548258, -1.135204], [-3.233100, -0.905863, -0.916904], [-4.631457, -0.911465, -0.056277], [-5.190817, 0.543198, 0.501127], [-4.402879, 1.969948, 0.280732], [3.972319, 5.256309, -0.257476], [4.258607, 5.290331, 1.364182], [3.710244, 6.848404, -0.923650], [5.421148, 4.631091, -0.992496], [2.475555, 3.132969, -1.603037], [3.076431, 1.775368, -1.381769], [1.473763, 0.678580, -1.509014], [0.969397, 0.106406, -0.084204], [4.295027, 1.476781, -2.434492], [4.582375, -0.511605, -2.789355], [4.151005, 2.176043, -3.905878], [4.577671, 3.761165, -3.973242], [2.361313, 2.009687, -4.775927], [6.282175, -0.009005, 3.021833], [5.641217, 1.810872, 2.966667], [4.379784, 0.409287, 3.110860], [6.503554, 0.597718, 0.583815], [4.771661, -0.146370, 0.488740], [3.110290, 1.192874, 1.000717], [1.522957, 6.053469, 0.250042], [1.032317, 5.665868, -1.551229], [-1.032786, 5.479567, -0.281641], [-0.328180, 5.801737, 1.992405], [-1.265995, 4.172939, 2.135910], [0.707174, 4.238779, 2.182290], [-2.502775, 3.948491, -1.757247], [-2.715998, 4.154201, 0.103359], [-1.437130, 0.491278, -1.733664], [-2.724496, -1.886712, -1.369553], [-5.211121, -1.923650, 0.151792], [-6.217415, 0.557868, 1.099966], [-4.838876, 2.999474, 0.697454], [4.205274, 6.279570, 1.704036], [3.445413, 6.804456, -1.888828], [6.053682, 5.401961, -1.174719], [1.673778, -0.464428, -2.376424], [0.451902, 1.501649, -2.123001], [0.017322, 0.444389, 0.175210], [5.343927, 1.841240, -1.994913], [4.920250, 1.604499, -4.618544], [5.741262, 3.948363, -3.799685], [3.963807, 4.470677, -3.274422], [4.366169, 4.121222, -5.083140], [-2.657392, -5.533070, 6.059672], [-1.551749, -5.340905, 6.887701], [-0.858331, -4.129918, 6.856876], [-1.264516, -3.111498, 5.986068], [-2.354897, -3.312782, 5.140678], [-3.060339, -4.522339, 5.185747], [-2.761759, -2.264281, 4.182980], [-3.721663, -2.438928, 3.442503], [-1.990241, -1.006735, 4.124518], [-2.329263, -0.027740, 3.181397], [-1.613215, 1.170078, 3.128260], [-0.565598, 1.397122, 4.020350], [-0.222106, 0.421315, 4.957183], [-0.929945, -0.787089, 5.002546], [-0.535996, -1.827352, 5.973119], [0.387585, -1.630486, 6.754422], [-3.203438, -6.473401, 6.090242], [-1.230022, -6.133419, 7.559709], [0.000732, -3.985090, 7.509895], [-3.920947, -4.681530, 4.538405], [-3.147884, -0.195800, 2.483384], [-1.874780, 1.926730, 2.391690], [-0.012313, 2.333054, 3.983984], [0.600107, 0.603623, 5.647193], [-5.948222, -12.584663, 8.686945], [-4.908866, -11.654757, 8.691311], [-5.020281, -10.479466, 7.946632], [-6.170195, -10.238528, 7.184976], [-7.198741, -11.179623, 7.161233], [-7.092607, -12.350410, 7.923272], [-8.394553, -10.958981, 6.322528], [-9.300100, -11.783519, 6.303869], [-8.479201, -9.735374, 5.500518], [-9.580530, -9.541035, 4.656628], [-9.674941, -8.380311, 3.885834], [-8.677454, -7.408688, 3.962269], [-7.576465, -7.602233, 4.797856], [-7.472705, -8.772720, 5.561090], [-6.286931, -8.984399, 6.414604], [-5.407552, -8.133071, 6.478840], [-5.865376, -13.496357, 9.274546], [-4.011548, -11.843296, 9.276508], [-4.207078, -9.755625, 7.958953], [-7.897491, -13.083344, 7.920386], [-10.365239, -10.293266, 4.593496], [-10.528377, -8.233842, 3.227300], [-8.754306, -6.501122, 3.367429], [-6.799211, -6.841522, 4.848640], [1.645233, 4.662376, -9.206962], [1.413628, 5.665815, -10.147429], [2.489433, 6.309104, -10.761506], [3.801985, 5.956234, -10.425111], [4.033423, 4.970160, -9.466870], [2.952397, 4.313362, -8.864617], [5.413141, 4.624569, -9.068098], [5.617389, 3.755991, -8.229004], [6.541955, 5.346492, -9.688328], [7.852485, 5.069577, -9.277629], [8.926753, 5.738238, -9.868526], [8.696878, 6.675854, -10.874959], [7.392041, 6.957745, -11.282122], [6.311930, 6.298489, -10.680394], [4.933662, 6.629558, -11.092855], [4.730499, 7.456840, -11.974060], [0.806877, 4.154604, -8.735104], [0.394781, 5.946612, -10.404887], [2.301011, 7.087918, -11.498624], [3.125489, 3.532995, -8.125628], [8.040816, 4.336632, -8.494731], [9.943205, 5.525478, -9.544442], [9.533951, 7.191608, -11.340494], [7.219996, 7.694527, -12.065024]],
  "forces_ev_per_angstrom": [[-0.010, 0.649, 0.138], [0.912, -0.006, 0.690], [-1.474, -1.332, -1.157], [-1.284, -1.575, 3.275], [2.002, -2.190, -1.655], [0.183, -1.426, -0.398], [-1.736, 0.713, 0.406], [-0.462, 2.064, 0.984], [-0.031, 1.203, -0.338], [-2.045, 0.968, 0.370], [-0.553, 0.042, 0.123], [-2.435, -3.548, 0.685], [-2.661, 0.038, 1.700], [-1.583, 3.770, 1.849], [2.560, 3.582, -1.102], [2.690, 0.200, -1.549], [1.649, -3.604, -1.490], [2.688, 0.804, 2.602], [-0.639, 2.237, -2.491], [0.369, -1.627, -0.950], [-0.441, 2.525, -0.525], [0.676, -1.665, -1.684], [-0.368, 2.820, 0.900], [-0.977, -0.673, 2.050], [-0.347, 0.670, -1.207], [0.495, 1.614, -0.037], [-0.234, 1.136, 0.473], [2.364, 0.560, 0.044], [0.054, 0.636, -0.851], [0.800, -0.185, 0.582], [-1.905, 1.330, -0.850], [-0.368, -2.457, -0.833], [2.172, 0.406, -1.180], [-2.359, 0.486, 0.738], [0.929, 1.738, 0.977], [0.192, 1.397, -2.381], [-0.944, -1.800, -1.539], [0.541, -1.117, 2.044], [1.547, -1.645, 0.615], [0.116, -2.434, -0.584], [2.019, 0.655, -0.883], [-1.995, 0.413, -1.081], [0.740, -1.287, 2.020], [1.216, -1.635, -1.555], [-2.160, 0.227, 1.345], [-1.367, 2.456, 1.216], [1.355, 2.527, -0.434], [2.512, -0.045, -1.424], [0.997, -2.646, -0.946], [0.240, -0.969, -0.266], [0.397, -0.148, 1.647], [-1.280, -1.548, 0.605], [0.280, 1.058, 0.076], [1.122, -0.296, -0.091], [1.210, -0.115, -0.260], [-2.487, -0.719, -0.801], [-1.945, 1.195, 1.559], [-2.564, -0.733, -0.093], [1.176, -1.783, -1.162], [0.431, -0.875, 2.192], [-0.048, 0.230, -0.191], [0.105, 0.408, -0.108], [-0.168, -0.324, 0.033], [-0.115, -0.651, 0.207], [-0.082, -0.641, 0.289], [0.156, -0.222, 0.238], [-0.971, 0.101, -0.951], [0.405, -0.036, 0.422], [0.046, 0.498, -0.305], [0.123, 0.256, -0.025], [-0.127, -0.339, 0.138], [0.002, -0.278, 0.196], [-0.095, 0.177, -0.202], [0.166, 0.508, -0.132], [1.131, 0.495, 0.763], [-0.532, -0.216, -0.357], [0.042, 0.172, -0.007], [-0.051, 0.150, -0.109], [-0.199, 0.156, -0.228], [0.251, 0.202, 0.075], [0.169, -0.079, 0.181], [0.056, -0.198, 0.076], [-0.071, -0.195, -0.040], [-0.218, -0.214, -0.130], [-0.246, 0.157, -0.234], [-0.140, 0.280, -0.226], [0.054, -0.274, 0.189], [0.322, -0.408, 0.385], [0.331, -0.365, 0.415], [0.271, -0.049, 0.164], [-1.073, -0.952, -0.036], [0.515, 0.455, 0.021], [-0.322, 0.348, -0.455], [-0.036, 0.279, -0.192], [0.136, -0.288, 0.276], [0.234, -0.141, 0.237], [-0.231, 0.033, -0.191], [-0.315, 0.388, -0.417], [1.076, 1.070, 0.048], [-0.514, -0.534, -0.043], [-0.033, 0.166, -0.118], [-0.165, 0.059, -0.111], [-0.310, -0.068, -0.102], [0.112, 0.284, -0.129], [0.286, 0.097, 0.155], [0.156, -0.046, 0.137], [0.042, -0.169, 0.126], [-0.104, -0.294, 0.095], [0.346, -0.007, 0.010], [0.377, 0.088, -0.102], [-0.279, -0.134, 0.121], [-0.578, -0.050, 0.085], [-0.641, -0.085, 0.056], [-0.253, 0.057, -0.049], [0.151, -1.117, 1.089], [-0.087, 0.566, -0.556], [0.698, 0.155, -0.062], [0.281, 0.155, -0.140], [-0.382, -0.137, 0.088], [-0.388, -0.002, -0.033], [0.313, -0.063, 0.107], [0.656, 0.092, -0.058], [-0.334, 0.978, -1.022], [0.153, -0.462, 0.490], [0.189, 0.083, -0.059], [0.196, -0.043, 0.033], [0.230, -0.186, 0.154], [0.116, 0.215, -0.146], [-0.240, 0.145, -0.193], [-0.204, 0.021, -0.045], [-0.169, -0.085, 0.077], [-0.145, -0.207, 0.224]],
  "total_charge": -1,
  "gap_ev": 4.302,
  "e_lumo_ev": -0.27,
  "energy_ha": -9148.3620,
  "multiplicity": 1
}